[1]
A structure of composition C18H36N5SSiV, computed with ωB97M-V with the def2-TZVPD basis set.

Atoms and positions in Å:
V  0.364  -0.334  0.677
C  0.827  -2.522  3.549
C  -0.048  -1.296  3.771
N  0.269  -0.132  2.913
C  1.532  0.541  3.253
C  1.590  1.877  2.523
N  1.091  1.756  1.131
C  1.945  2.452  0.143
C  3.244  1.722  -0.164
C  3.075  0.500  -1.056
N  2.430  -0.643  -0.390
C  3.317  -1.423  0.475
C  2.599  -2.699  0.916
N  1.141  -2.498  1.076
C  0.585  -3.233  2.226
H  0.592  -3.223  4.352
H  1.885  -2.274  3.670
H  0.017  -1.000  4.823
H  -1.086  -1.565  3.569
H  -0.478  0.537  3.088
H  2.357  -0.099  2.937
H  1.632  0.710  4.331
H  2.617  2.243  2.523
H  0.995  2.618  3.063
H  0.189  2.221  1.088
H  2.171  3.462  0.500
H  1.364  2.551  -0.776
H  3.770  1.459  0.760
H  3.895  2.420  -0.692
H  4.052  0.200  -1.449
H  2.446  0.769  -1.907
H  2.086  -1.250  -1.129
H  3.586  -0.812  1.339
H  4.252  -1.688  -0.032
H  3.022  -3.033  1.863
H  2.785  -3.496  0.192
H  0.681  -2.853  0.242
H  1.007  -4.243  2.273
H  -0.490  -3.337  2.067
C  -3.338  -1.483  -3.737
Si  -3.015  0.346  -3.585
C  -4.516  1.301  -4.156
C  -1.537  0.882  -4.597
C  -2.749  0.804  -1.759
C  -3.568  1.729  -1.129
C  -3.375  2.088  0.205
C  -2.352  1.487  0.892
N  -1.544  0.574  0.329
C  -1.725  0.231  -0.970
S  -0.587  -0.960  -1.534
H  -3.542  -1.741  -4.778
H  -4.211  -1.770  -3.145
H  -2.485  -2.072  -3.398
H  -4.713  1.055  -5.203
H  -4.369  2.382  -4.096
H  -5.413  1.043  -3.589
H  -1.810  0.943  -5.654
H  -0.709  0.183  -4.496
H  -1.191  1.871  -4.287
H  -4.369  2.200  -1.686
H  -4.015  2.808  0.695
H  -2.177  1.717  1.939

Computed properties:
LUMO level (spin up / spin down) = -2.1 / -2.2 eV
Total charge = +1
HOMO energy (spin up / spin down) = -9.73 / -10.44 eV
Multiplicity = 4
Kohn-Sham gap (spin up / spin down) = 7.605 / 8.258 eV


[2]
A structure of composition C41H37F5OP2Sn in a non-equilibrium geometry, computed with ωB97M-V with the def2-TZVPD basis set.

Atoms and positions in Å:
Sn  0.155  0.304  1.794
C  -1.517  0.736  -3.730
C  -1.657  -0.592  -3.639
C  -0.914  -1.555  -4.528
C  0.541  -1.227  -4.988
C  1.421  -0.353  -4.159
C  1.439  0.980  -4.161
C  0.505  1.809  -4.966
C  -0.976  1.369  -4.981
C  1.774  0.036  3.309
H  -1.891  1.431  -2.963
H  -2.419  -1.044  -2.992
H  -1.499  -1.714  -5.459
H  -0.889  -2.540  -4.030
H  1.052  -2.206  -5.051
H  0.483  -0.841  -6.019
H  2.246  -0.902  -3.692
H  2.291  1.539  -3.773
H  0.866  1.824  -6.014
H  0.568  2.838  -4.590
H  -1.576  2.271  -5.191
H  -1.104  0.694  -5.844
H  1.734  0.978  3.876
H  2.756  -0.110  2.835
H  1.531  -0.809  3.957
P  -1.522  -0.747  0.080
P  2.194  0.072  -0.040
C  -0.237  -1.062  -1.113
C  1.108  -0.762  -1.147
C  -2.435  -2.279  0.391
C  -2.749  -3.229  -0.604
C  -3.465  -4.376  -0.256
C  -3.838  -4.605  1.071
C  -3.493  -3.680  2.064
C  -2.802  -2.519  1.733
C  -2.678  0.672  -0.154
C  -2.151  1.979  -0.069
C  -3.010  3.076  -0.075
C  -4.388  2.896  -0.222
C  -4.910  1.602  -0.340
C  -4.067  0.491  -0.312
C  3.571  -1.003  0.393
C  3.297  -2.289  0.909
C  4.350  -3.073  1.373
C  5.671  -2.619  1.262
C  5.940  -1.383  0.660
C  4.901  -0.581  0.200
C  2.748  1.772  -0.218
C  2.784  2.650  0.893
C  3.135  3.981  0.702
C  3.382  4.471  -0.586
C  3.345  3.599  -1.682
C  3.132  2.237  -1.481
H  -0.596  -1.749  -1.916
H  1.708  -1.224  -1.945
H  -2.423  -3.084  -1.637
H  -3.716  -5.110  -1.024
H  -4.378  -5.515  1.344
H  -3.742  -3.866  3.110
H  -2.514  -1.806  2.509
H  -1.069  2.143  0.036
H  -2.596  4.080  0.024
H  -5.048  3.767  -0.265
H  -5.983  1.466  -0.454
H  -4.481  -0.517  -0.407
H  2.265  -2.656  0.941
H  4.142  -4.039  1.830
H  6.490  -3.235  1.636
H  6.966  -1.041  0.555
H  5.098  0.365  -0.306
H  2.529  2.286  1.892
H  3.196  4.650  1.562
H  3.601  5.529  -0.731
H  3.481  3.983  -2.692
H  3.251  1.507  -2.291
F  -1.929  0.102  8.492
C  -1.748  0.301  7.169
C  -1.982  1.570  6.620
F  -2.311  2.607  7.432
C  -1.850  1.741  5.254
F  -2.021  2.945  4.670
C  -1.500  0.648  4.427
O  -1.474  0.830  3.121
C  -1.161  -0.580  5.021
F  -0.690  -1.594  4.233
C  -1.288  -0.766  6.381
F  -0.962  -1.946  6.970

Computed properties:
LUMO level (spin up / spin down) = -8.0 / -8.0 eV
Total charge = +2
HOMO energy (spin up / spin down) = -13.29 / -13.29 eV
Kohn-Sham gap (spin up / spin down) = 5.283 / 5.284 eV


[3]
An isolated molecule of C6H14IN2OP in a non-equilibrium geometry, computed with ωB97M-V with the def2-TZVPD basis set.

Atoms and positions in Å:
C  -1.048  -0.263  1.640
C  -1.219  -1.643  2.160
C  1.629  0.859  0.241
C  0.449  0.444  -1.911
C  -0.567  1.839  -0.281
C  0.303  0.605  -0.367
N  1.508  -0.390  -2.427
N  -0.422  -0.470  0.294
O  -0.312  -2.555  1.548
P  0.031  -2.086  -0.009
I  -2.067  -2.876  -1.220
H  -1.935  0.242  1.495
H  -0.418  0.399  2.139
H  -1.051  -1.738  3.181
H  -2.291  -1.747  2.101
H  1.428  1.164  1.270
H  2.366  -0.050  0.205
H  2.009  1.693  -0.261
H  0.450  1.431  -2.296
H  -0.486  -0.006  -2.297
H  2.460  -0.085  -2.522
H  0.209  2.737  -0.340
H  -1.342  1.973  -1.044
H  -1.105  1.836  0.730
H  1.423  -1.311  -2.028

Computed properties:
LUMO level = 0.4 eV
Energy relative to the best compared isomer or geometry (same formula, charge and spin) = 8.43 kcal/mol
SMILES = CC(C)(CN)N1CCOP1I
HOMO energy = -8.59 eV
Kohn-Sham gap = 9.028 eV


M? In order: 433.62; 821.39; 288.07 Da.